C20H35N3O5S | the ωB97M-V functional and the def2-TZVPD basis

```
! wB97M-V def2-TZVPD RIJCOSX def2/J DEFGRID3
* xyz 0 1
C -4.73616 2.73659 3.55701
C -3.86061 3.65457 2.70563
C -4.64412 4.93801 2.41770
C -2.56451 3.96340 3.47052
C -1.52510 4.70431 2.63347
C -1.21499 3.95261 1.34315
C -2.49899 3.68808 0.54322
C -2.11674 3.03710 -0.77525
O -1.70730 3.70734 -1.70927
N -2.21363 1.68209 -0.84558
C -1.60676 0.95688 -1.94176
C -0.13896 0.67469 -1.68979
C 0.53113 -0.04687 -2.84773
C 1.96909 -0.40694 -2.48313
C 1.99857 -1.17686 -1.17363
C 1.25637 -0.37978 -0.11195
O -0.07789 -0.11066 -0.50001
C 1.51746 -2.65193 -1.22756
C 2.71873 -3.02219 -0.33835
N 3.39016 -4.29171 -0.54691
C 4.29973 -4.53493 -1.51413
O 4.54593 -3.79228 -2.44504
C 5.06549 -5.85433 -1.39461
S 4.10981 -7.29694 -1.00154
N 2.95152 -7.31274 -2.16304
O 4.95368 -8.43466 -1.20080
O 3.46371 -7.06302 0.26371
C 3.37857 -1.66900 -0.67347
C -3.50440 2.92322 1.40084
H -4.21908 1.80073 3.78175
H -4.99337 3.21558 4.50445
H -5.66700 2.49369 3.03909
H -4.07286 5.66164 1.83715
H -5.55655 4.71183 1.86116
H -4.93339 5.42032 3.35410
H -2.80607 4.53362 4.37257
H -2.13145 3.01381 3.80719
H -1.88466 5.70751 2.38690
H -0.61171 4.84027 3.21651
H -0.51221 4.51301 0.72484
H -0.74479 2.99014 1.58221
H -2.92075 4.65361 0.25424
H -2.37034 1.17196 0.00630
H -2.13625 0.01195 -2.07832
H -1.71410 1.55621 -2.84402
H 0.37633 1.62990 -1.50601
H -0.03637 -0.95760 -3.06799
H 0.49883 0.58511 -3.73783
H 2.44195 -0.99691 -3.27139
H 2.55826 0.51085 -2.37040
H 1.19816 -0.92786 0.83097
H 1.78943 0.56495 0.07474
H 0.51961 -2.87134 -0.84850
H 1.63565 -3.06715 -2.22996
H 2.41182 -3.02707 0.70797
H 3.30004 -4.99305 0.17357
H 5.55756 -6.04208 -2.34521
H 5.81762 -5.79084 -0.60559
H 3.02440 -8.12188 -2.76413
H 2.02388 -7.15731 -1.79405
H 4.09139 -1.74710 -1.48916
H 3.82674 -1.12966 0.16300
H -3.08296 1.95104 1.68848
H -4.41762 2.71810 0.83366
*
```

Properties
SMILES: CC1(C)CCC[C@@H](C(=O)NC[C@@H]2CC[C@]3(CO2)C[C@H](NC(=O)CS(N)(=O)=O)C3)C1
HOMO, eV: -9.3
Energy relative to the best compared isomer or geometry (same formula, charge and spin), eV: 0.100
E_LUMO, eV: 0.44

Löwdin atomic charge list, values in e, 8 entries: -0.059, -0.564, -0.042, -0.157, -0.183, -0.143, -0.226, -0.462

***

C6H9N6O3S | the ωB97M-V functional and the def2-TZVPD basis

```
! wB97M-V def2-TZVPD RIJCOSX def2/J DEFGRID3
* xyz 1 1
C -0.16579 1.20339 0.04444
C 1.73170 0.71502 -0.85976
C 1.19515 -1.82183 -0.73254
C -0.88799 -1.43149 -0.10625
C -0.71407 -2.18399 2.16878
C -0.82562 3.76951 0.57755
N 0.95124 1.64145 -0.45701
N -0.02559 -0.20785 0.10889
N 1.22545 -0.54238 -0.42212
N 2.76521 0.83873 -1.58563
N -1.43839 -2.04059 0.95873
N -1.45719 -1.37675 -1.42829
O -1.00457 -0.49159 -2.10796
O 2.04756 -2.61731 -0.92588
O -2.20199 -2.28104 -1.68543
S -1.45754 2.02881 0.68939
H -1.50456 -2.51150 2.94452
H -0.41963 -1.21968 2.48001
H 0.26636 -2.64788 2.01408
H 0.33360 3.71954 0.60100
H -1.53106 4.26787 1.26234
H -1.15643 4.20594 -0.45307
H 3.22329 1.74104 -1.67549
H 3.18617 -0.02958 -1.97879
H -2.13527 -2.72783 0.56847
*
```

Properties
HOMO (spin up / spin down), eV: -12.1 / -12.1
Energy relative to the best compared isomer or geometry (same formula, charge and spin), eV: 0.646
E_LUMO (spin up / spin down), eV: -4.58 / -4.58

Löwdin atomic charge list, values in e, 8 entries: -0.609, -0.353, -0.203, -0.177, -0.055, -0.309, 0.160, 0.028

***

For reference, energy by record: -46852.485 -32272.545 eV.